Entry 1:
Density functional theory data (ωB97M-V/def2-TZVPD) for a cluster of 4 separate species, H8O4 in total in a non-equilibrium geometry.

Lowest unoccupied orbital energy (alpha / beta): -3.757 / -11.668 eV
Expectation value of S²: 0.76
Electronic energy: -305.3271 hartree
HOMO level (alpha / beta): -17.11 / -15.30 eV
Charge: +1
Multiplicity: 2
Kohn-Sham gap (alpha / beta): 13.4 / 3.6 eV

CARTESIAN COORDINATES (ANGSTROEM)
O (-26.672246, 3.718185, -0.064649)
H (-26.220852, 4.511558, 0.223496)
H (-26.784287, 3.835031, -1.008059)
O (-27.289489, 2.343938, -3.541478)
H (-27.281984, 2.345671, -4.498645)
H (-26.683419, 3.042792, -3.295470)
O (-26.112224, 4.974737, -2.771643)
H (-25.914018, 5.897279, -2.610801)
H (-25.352489, 4.502999, -2.430309)
O (-28.011161, 2.005361, -6.094950)
H (-28.370534, 2.072937, -6.979556)
H (-28.759337, 1.761611, -5.549937)

Cartesian forces (eV/Å) of the 2 atoms listed first:
-0.10 -0.73 0.14
0.23 0.50 0.40

Entry 2:
Density functional theory data (ωB97M-V/def2-TZVPD) for a cluster of 4 separate species, H8O4 in total in a non-equilibrium geometry.

Lowest unoccupied orbital energy (alpha / beta): -3.860 / -11.695 eV
Expectation value of S²: 0.76
Electronic energy: -305.3375 hartree
HOMO level (alpha / beta): -15.94 / -15.69 eV
Charge: +1
Multiplicity: 2
Kohn-Sham gap (alpha / beta): 12.1 / 4.0 eV

CARTESIAN COORDINATES (ANGSTROEM)
O (-2.564232, -1.341713, -0.194896)
H (-2.259820, -2.068240, 0.348912)
H (-1.767834, -0.861428, -0.421449)
O (0.771874, -2.301067, 1.800056)
H (1.570738, -2.009498, 2.239421)
H (1.030390, -2.420059, 0.886138)
O (-0.322375, 0.458856, -0.387093)
H (-0.006391, 0.345099, 0.509257)
H (0.095714, 1.265488, -0.688389)
O (0.883360, 3.007974, -1.080809)
H (1.831199, 3.118650, -1.006166)
H (0.737378, 2.805938, -2.004982)

Cartesian forces (eV/Å) of the 2 atoms listed first:
-1.26 0.30 -0.27
0.17 -1.23 1.00

Entry 3:
Density functional theory data (ωB97M-V/def2-TZVPD) for a structure of composition H8O4Tl in a non-equilibrium geometry.

Lowest unoccupied orbital energy: -19.905 eV
Electronic energy: -476.7097 hartree
HOMO level: -26.70 eV
Charge: +3
Kohn-Sham gap: 6.8 eV

CARTESIAN COORDINATES (ANGSTROEM)
Tl (-0.777472, 1.184082, -0.488472)
O (-1.580032, 0.033762, 1.208458)
H (-1.769212, 0.198392, 2.132218)
H (-2.423902, -0.214988, 0.831308)
O (0.833798, 0.585472, 0.816438)
H (1.015848, 0.503072, 1.752548)
H (1.655018, 0.340882, 0.389808)
O (1.116888, 0.554342, -1.428732)
H (2.061058, 0.404222, -1.381502)
H (0.868728, 0.249222, -2.301392)
O (-0.257532, -0.899658, -0.560292)
H (-0.114612, -1.427168, 0.225548)
H (-0.628582, -1.511638, -1.195932)

Cartesian forces (eV/Å) of the 2 atoms listed first:
1.10 0.46 1.04
-0.65 0.57 -0.73

Entry 4:
Density functional theory data (ωB97M-V/def2-TZVPD) for a cluster of 2 separate species, H9N3Si2 in total in a non-equilibrium geometry.

Lowest unoccupied orbital energy: 0.058 eV
Electronic energy: -748.6354 hartree
HOMO level: -8.65 eV
Charge: 0
Kohn-Sham gap: 8.7 eV

CARTESIAN COORDINATES (ANGSTROEM)
N (-1.758943, 1.105335, 1.946592)
N (-0.361535, -0.804706, 0.624003)
N (1.594642, 0.044631, -1.985529)
Si (-0.238968, 0.754588, 1.308013)
Si (2.140396, -1.579129, -1.708394)
H (-2.223130, 0.394097, 2.419510)
H (-1.972061, 2.031077, 2.543376)
H (0.245954, -0.913783, -0.154614)
H (-1.341679, -0.944426, 0.391634)
H (1.471117, 0.750240, -1.253553)
H (0.841455, 0.353912, -2.658987)
H (0.092018, 1.877748, 0.409098)
H (0.984367, 0.560844, 2.293331)
H (2.581452, -1.295453, -0.278890)

Cartesian forces (eV/Å) of the 2 atoms listed first:
-0.93 4.34 1.71
-1.17 0.18 0.50

Entry 5:
Density functional theory data (ωB97M-V/def2-TZVPD) for a structure of composition H9NaO5 in a non-equilibrium geometry.

Lowest unoccupied orbital energy: -0.027 eV
Electronic energy: -543.7477 hartree
HOMO level: -8.82 eV
Charge: 0
Kohn-Sham gap: 8.8 eV

CARTESIAN COORDINATES (ANGSTROEM)
Na (0.200115, 0.515274, 0.438149)
O (-1.539645, 0.952834, -0.292791)
H (-2.099185, 0.223614, -0.623981)
O (-0.047235, -0.163616, -1.344151)
H (-0.825355, 0.345014, -1.115991)
H (-0.391775, -0.982896, -1.699561)
O (-1.304015, -0.290486, 1.390439)
H (-1.570835, 0.162934, 0.590779)
H (-2.126995, -0.526026, 1.818749)
O (1.827965, 1.143954, 0.043909)
H (1.852935, 2.006324, -0.370721)
H (2.666035, 1.073034, 0.500899)
O (1.080715, -1.161856, 0.434909)
H (0.631745, -1.998676, 0.554909)
H (1.645525, -1.299426, -0.325551)

Cartesian forces (eV/Å) of the 2 atoms listed first:
-1.62 1.47 3.37
-5.90 4.00 -3.40

Entry 6:
Density functional theory data (ωB97M-V/def2-TZVPD) for a cluster of 4 separate species, H9O4 in total in a non-equilibrium geometry.

Lowest unoccupied orbital energy (alpha / beta): 0.406 / 0.336 eV
Expectation value of S²: 0.75
Electronic energy: -306.2193 hartree
HOMO level (alpha / beta): -2.69 / -12.04 eV
Charge: 0
Multiplicity: 2
Kohn-Sham gap (alpha / beta): 3.1 / 12.4 eV

CARTESIAN COORDINATES (ANGSTROEM)
O (1.665622, 1.417156, -1.414887)
H (1.571442, 2.364113, -1.273380)
H (2.617430, 1.221864, -1.475379)
O (0.807467, -0.596139, 1.983630)
H (0.464611, -1.348398, 2.514524)
H (1.694141, -0.411680, 2.351503)
O (-2.515006, -0.549987, -0.387067)
H (-3.094957, -0.667691, -1.146374)
H (-3.027262, -0.954767, 0.343725)
O (-0.005230, -0.243914, -0.297620)
H (0.428190, -0.407905, 0.611213)
H (-1.006567, -0.315673, -0.388010)
H (0.448031, 0.355874, -0.934090)

Cartesian forces (eV/Å) of the 2 atoms listed first:
0.28 -0.15 -0.32
0.10 0.13 0.07

Entry 7:
Density functional theory data (ωB97M-V/def2-TZVPD) for a structure of composition H9O4 in a non-equilibrium geometry.

Lowest unoccupied orbital energy: -3.632 eV
Electronic energy: -306.0778 hartree
HOMO level: -15.69 eV
Charge: +1
Kohn-Sham gap: 12.1 eV

CARTESIAN COORDINATES (ANGSTROEM)
O (1.554992, -0.295455, -0.118028)
H (0.640135, 0.146493, -0.099268)
H (1.430651, -1.493601, -0.145728)
H (1.842273, -0.138691, -1.020702)
O (-2.233698, 2.438416, 0.648513)
H (-2.905983, 2.059345, 1.259305)
H (-2.663214, 3.312354, 0.618779)
O (1.608991, -2.715949, 0.135101)
H (2.518584, -3.275744, 0.040521)
H (1.486493, -2.726656, 1.088098)
O (-0.928268, 0.531257, -0.686124)
H (-1.469965, 1.152999, -0.104311)
H (-0.884042, 1.220442, -1.351156)

Cartesian forces (eV/Å) of the 2 atoms listed first:
-1.00 -1.10 -0.19
-0.18 -0.14 -0.21

Entry 8:
Density functional theory data (ωB97M-V/def2-TZVPD) for a structure of composition H9O4 in a non-equilibrium geometry.

Lowest unoccupied orbital energy: -3.230 eV
Electronic energy: -306.1027 hartree
HOMO level: -16.75 eV
Charge: +1
Kohn-Sham gap: 13.5 eV

CARTESIAN COORDINATES (ANGSTROEM)
O (0.967580, -0.790611, 0.156888)
H (0.915315, -1.436585, -0.540748)
H (0.128174, 0.009678, 0.012981)
H (1.196325, -1.332653, 0.996086)
O (1.220030, -1.863198, 2.474129)
H (0.479471, -1.482351, 2.938200)
H (1.981856, -1.679413, 3.049591)
O (-0.783258, 0.814158, -0.199425)
H (-1.086601, 1.160409, -1.107249)
H (-0.181792, 1.498657, 0.163365)
O (-1.468881, 1.724406, -2.441155)
H (-2.260446, 2.231945, -2.355694)
H (-1.037966, 2.062423, -3.234575)

Cartesian forces (eV/Å) of the 2 atoms listed first:
0.67 -0.35 0.44
-0.04 -0.36 -0.82

Entry 9:
Density functional theory data (ωB97M-V/def2-TZVPD) for a cluster of 5 separate species, H9O4S in total in a non-equilibrium geometry.

Lowest unoccupied orbital energy: 3.581 eV
Electronic energy: -704.5999 hartree
HOMO level: -3.61 eV
Charge: -1
Kohn-Sham gap: 7.2 eV

CARTESIAN COORDINATES (ANGSTROEM)
S (-1.456739, -2.184909, 0.443830)
H (-0.453345, -2.846553, 0.993896)
H (1.732868, 0.094410, 1.398556)
H (0.787931, -0.690326, 0.513387)
O (1.747016, -0.586870, 0.696670)
H (-2.239295, 1.206033, -0.189196)
H (-1.642322, -0.099811, 0.377481)
O (-1.476348, 0.888303, 0.308183)
H (-0.099611, 2.253862, 0.272877)
H (1.208282, 2.581709, 0.946991)
O (0.314799, 2.956571, 0.807874)
H (0.027243, -1.785604, -2.447739)
H (1.064406, -0.839643, -1.678383)
O (0.485116, -0.947172, -2.444428)

Cartesian forces (eV/Å) of the 2 atoms listed first:
-0.44 -0.07 -0.40
0.42 -0.14 0.30

Entry 10:
Density functional theory data (ωB97M-V/def2-TZVPD) for a cluster of 5 separate species, H9O4S in total in a non-equilibrium geometry.

Lowest unoccupied orbital energy: 3.204 eV
Electronic energy: -704.6000 hartree
HOMO level: -3.78 eV
Charge: -1
Kohn-Sham gap: 7.0 eV

CARTESIAN COORDINATES (ANGSTROEM)
S (0.819552, 0.361431, 1.744591)
H (0.019287, -0.583435, 2.263861)
H (-1.625356, -1.562705, -0.033678)
H (-0.170014, -1.585757, 0.356293)
O (-0.909110, -2.186683, 0.134908)
H (0.901486, 0.357341, -1.024362)
H (0.685928, 1.626125, -0.500758)
O (0.535060, 1.196778, -1.362670)
H (1.347458, 0.569793, 5.475447)
H (0.442706, 0.950417, 4.311348)
O (0.452561, 0.857620, 5.281908)
H (-0.614181, -0.701219, -5.278217)
H (-0.723711, 0.772109, -5.609230)
O (-1.161666, -0.071813, -5.759439)

Cartesian forces (eV/Å) of the 2 atoms listed first:
0.13 -0.08 0.22
-0.03 0.06 -0.01

Entry 11:
Density functional theory data (ωB97M-V/def2-TZVPD) for a structure of composition HHgO2S in a non-equilibrium geometry.

Lowest unoccupied orbital energy (alpha / beta): -0.520 / -2.106 eV
Expectation value of S²: 0.75
Electronic energy: -702.4564 hartree
HOMO level (alpha / beta): -9.52 / -9.10 eV
Charge: 0
Multiplicity: 2
Kohn-Sham gap (alpha / beta): 9.0 / 7.0 eV

CARTESIAN COORDINATES (ANGSTROEM)
Hg (0.762827, 0.066911, -0.279613)
S (2.958805, 0.245886, 0.476107)
O (-0.851350, 0.916022, 0.181681)
O (-1.105534, -0.559640, 0.159726)
H (-1.764748, -0.669177, -0.537900)

Cartesian forces (eV/Å) of the 2 atoms listed first:
9.27 -0.42 -0.72
-0.20 -0.40 -0.72

Entry 12:
Density functional theory data (ωB97M-V/def2-TZVPD) for the molecule HIO4S in a non-equilibrium geometry.

Lowest unoccupied orbital energy: -1.343 eV
SMILES: O=S(=O)(I)OO
Electronic energy: -997.3030 hartree
HOMO level: -10.58 eV
Charge: 0
Kohn-Sham gap: 9.2 eV

CARTESIAN COORDINATES (ANGSTROEM)
O (1.643057, 0.307974, -1.071780)
O (3.447837, -0.290618, 0.512506)
O (-0.327476, 0.019395, 0.764070)
O (0.875796, -0.609255, 1.040288)
S (2.138247, 0.205855, 0.251014)
I (2.021219, 2.352249, 1.399067)
H (-0.502450, 0.097837, -0.299151)

Cartesian forces (eV/Å) of the 2 atoms listed first:
-0.09 0.28 -0.88
-0.96 -0.65 0.35